[1]
{"formula": "C4H11NO2", "method": "ωB97M-V with the def2-TZVPD basis set", "fmax_ha_per_bohr": 0.0391, "orbital_gap_ev": 9.6, "smiles": "C[C@@H](CO)NCO", "elements": ["C", "C", "C", "O", "N", "C", "O", "H", "H", "H", "H", "H", "H", "H", "H", "H", "H", "H"], "coordinates": [[-0.4644, 0.9913, 1.4278], [0.5066, 0.2940, 0.4494], [0.5675, -1.2161, 0.6332], [1.0789, -1.5889, 1.9165], [0.2633, 0.6336, -0.9252], [-0.7193, -0.0696, -1.6890], [-0.7783, 0.3274, -3.0613], [-0.0786, 1.0073, 2.4489], [-1.4137, 0.4703, 1.3582], [-0.4735, 2.0384, 1.1183], [1.5169, 0.5947, 0.7747], [-0.4165, -1.7061, 0.6571], [1.2461, -1.6372, -0.0980], [0.8447, -1.1080, 2.7040], [0.5114, 1.5649, -1.2138], [-1.7733, 0.1111, -1.4512], [-0.5347, -1.1452, -1.6287], [0.1169, 0.4382, -3.4209]], "forces_ev_per_a": [[0.85, -0.20, -0.50], [0.40, -0.03, 0.96], [-0.91, 0.06, 1.79], [1.47, -0.85, -0.35], [0.76, -0.19, -0.57], [-0.88, 0.10, -1.02], [0.92, 0.31, 0.16], [-0.15, -0.31, 0.06], [-0.44, 0.44, 0.20], [-0.60, -0.07, 0.04], [-0.09, 0.23, -0.60], [-0.02, 0.26, -0.98], [-0.04, -0.25, -0.12], [-0.65, 0.71, -0.24], [-0.47, 0.10, 0.05], [0.00, -0.03, 0.75], [0.06, -0.01, 0.13], [-0.21, -0.26, 0.24]]}

[2]
{"formula": "C4H11NO2", "method": "ωB97M-V with the def2-TZVPD basis set", "fmax_ha_per_bohr": 0.0215, "orbital_gap_ev": 10.2, "smiles": "N[C@@H](CO)CCO", "elements": ["N", "C", "C", "O", "C", "C", "O", "H", "H", "H", "H", "H", "H", "H", "H", "H", "H", "H"], "coordinates": [[0.2373, -1.0518, 1.3243], [-0.2758, -0.3108, 0.1635], [-1.7899, -0.1090, 0.3787], [-2.4574, -1.3640, 0.4082], [0.4354, 1.0019, -0.0902], [1.2382, 0.9654, -1.3838], [2.2893, 0.0034, -1.3540], [0.3841, -2.0199, 1.0843], [1.0773, -0.6551, 1.7254], [-0.2207, -0.9641, -0.7084], [-1.9034, 0.4495, 1.3090], [-2.2321, 0.4068, -0.4684], [-2.3227, -1.7612, 1.2722], [-0.2723, 1.8271, -0.1410], [1.0902, 1.2436, 0.7503], [0.5412, 0.6607, -2.1730], [1.6791, 1.9191, -1.6487], [2.5021, -0.2418, -0.4483]], "forces_ev_per_a": [[-0.05, 0.07, -0.02], [-0.97, -0.46, 0.28], [0.60, -0.52, -0.17], [-0.08, 0.18, 0.15], [0.44, 0.26, -0.19], [-0.12, -0.46, 0.22], [-0.02, -0.23, -0.09], [0.20, -0.04, 0.16], [-0.05, -0.13, -0.12], [0.25, 0.09, -0.22], [-0.32, 0.13, 0.03], [0.02, 0.35, -0.02], [0.14, -0.02, 0.10], [-0.17, 0.11, -0.08], [0.11, 0.04, 0.07], [0.22, 0.10, -0.12], [-0.10, 0.40, 0.05], [-0.10, 0.14, -0.03]]}

[3]
{"formula": "C4H11NO2", "method": "ωB97M-V with the def2-TZVPD basis set", "fmax_ha_per_bohr": 0.0227, "orbital_gap_ev": 9.8, "smiles": "NCCCC=O.O", "elements": ["N", "C", "C", "C", "C", "O", "H", "H", "H", "H", "H", "H", "H", "H", "H", "O", "H", "H"], "coordinates": [[-1.7196, 1.5966, -2.0263], [-0.5454, 0.8831, -1.5781], [-0.4033, 0.8876, -0.0549], [1.0933, 0.8479, 0.3856], [1.2547, 0.1501, 1.7075], [0.7525, -0.9143, 1.9936], [-2.1847, 1.2036, -2.8255], [-2.3700, 1.9045, -1.3169], [0.3492, 1.3747, -1.9567], [-0.5328, -0.1570, -1.9153], [-0.8395, 1.7833, 0.3903], [-0.9136, 0.0677, 0.4362], [1.4247, 1.8766, 0.5302], [1.6737, 0.3648, -0.3986], [1.8704, 0.6603, 2.4745], [-0.1022, -2.9481, -0.0970], [0.4351, -2.3298, 0.4237], [-0.9438, -2.9782, 0.3758]], "forces_ev_per_a": [[-0.18, 0.41, -0.15], [-0.02, 0.01, 0.67], [0.51, 0.03, 0.44], [-1.09, 0.38, 0.18], [0.12, -0.48, 0.28], [0.15, 0.28, -0.28], [-0.10, -0.09, 0.08], [0.14, -0.32, -0.08], [0.15, 0.04, -0.33], [0.04, 0.01, -0.08], [-0.06, 0.22, -0.24], [-0.21, -0.36, -0.26], [0.35, -0.07, -0.31], [0.27, -0.12, 0.13], [-0.01, 0.03, -0.10], [-0.01, 0.18, 0.08], [-0.27, -0.16, 0.03], [0.22, 0.01, -0.07]]}

[4]
{"formula": "C4H11NO2", "method": "ωB97M-V with the def2-TZVPD basis set", "fmax_ha_per_bohr": 0.0351, "orbital_gap_ev": 10.6, "smiles": "CCCNC=O.O", "elements": ["C", "C", "C", "N", "C", "O", "H", "H", "H", "H", "H", "H", "H", "H", "H", "O", "H", "H"], "coordinates": [[0.5264, 2.4588, 0.5882], [0.8210, 1.1270, 1.2855], [1.4658, 0.1378, 0.3018], [1.9324, -1.0604, 0.9863], [1.1410, -2.1656, 1.0459], [0.0510, -2.2328, 0.5192], [-0.3066, 3.0170, 1.0111], [0.4308, 2.3158, -0.4849], [1.3256, 3.1665, 0.8122], [-0.0064, 0.7094, 1.8634], [1.5148, 1.2986, 2.1185], [2.3168, 0.6195, -0.1690], [0.6387, -0.1718, -0.3246], [2.7269, -0.9999, 1.5954], [1.5854, -2.9862, 1.6133], [-4.7418, 0.8262, -3.6693], [-4.9492, 1.4070, -4.4106], [-4.9125, -0.0569, -4.0172]], "forces_ev_per_a": [[0.25, 0.32, 0.82], [0.67, 0.39, 0.87], [-0.70, 0.02, 1.66], [-0.29, -0.23, -0.28], [-0.05, 0.65, -0.11], [0.01, -0.28, 0.00], [-0.54, -0.45, -0.24], [-0.21, 0.24, -0.06], [0.44, -0.16, -0.51], [-0.42, -0.26, -0.79], [0.32, 0.18, -0.22], [-0.16, -0.02, -0.51], [0.43, -0.10, -0.80], [0.15, -0.07, 0.02], [0.10, -0.24, 0.16], [-0.09, -0.06, -0.26], [0.04, 0.01, 0.13], [0.05, 0.05, 0.13]]}

[5]
{"formula": "C4H11NO2", "method": "ωB97M-V with the def2-TZVPD basis set", "fmax_ha_per_bohr": 0.0601, "orbital_gap_ev": 10.0, "smiles": "CCC(=O)NC.O", "elements": ["C", "C", "C", "O", "N", "C", "H", "H", "H", "H", "H", "H", "H", "H", "H", "O", "H", "H"], "coordinates": [[-0.9776, 0.3940, -2.4253], [0.1634, 0.6886, -1.4135], [0.5396, -0.5716, -0.6536], [1.6503, -1.0914, -0.8254], [-0.2912, -0.9702, 0.3147], [-0.0147, -2.0402, 1.1910], [-1.6721, 1.2304, -2.6116], [-1.5439, -0.4407, -1.9789], [-0.5617, 0.0603, -3.3909], [1.0530, 1.2540, -1.7517], [-0.2856, 1.2426, -0.5668], [-1.1890, -0.5039, 0.4666], [0.4782, -2.8811, 0.6747], [-0.9475, -2.4077, 1.6507], [0.6531, -1.6786, 1.9910], [0.6817, 2.3533, 3.2613], [1.6110, 2.4027, 3.5809], [0.6532, 2.9595, 2.4868]], "forces_ev_per_a": [[0.45, -0.20, -0.06], [-1.35, 0.28, 1.06], [2.95, 0.36, -0.84], [-1.15, -0.04, 0.21], [-2.06, 0.71, -0.33], [0.59, -1.20, 1.12], [0.46, -0.24, 0.17], [-0.07, 0.33, -0.49], [-0.25, 0.06, 0.38], [-0.57, -0.68, -0.07], [0.12, 0.54, -0.60], [0.80, -0.10, -0.37], [-0.17, 0.43, 0.16], [0.39, 0.18, -0.22], [-0.13, -0.41, -0.11], [0.89, 0.66, -0.48], [-0.99, -0.04, -0.38], [0.09, -0.64, 0.85]]}

[6]
{"formula": "C4H11NO2", "method": "ωB97M-V with the def2-TZVPD basis set", "fmax_ha_per_bohr": 0.0329, "orbital_gap_ev": 9.5, "smiles": "C=N/C=C/C.O.O", "elements": ["C", "N", "C", "C", "C", "H", "H", "H", "H", "H", "H", "H", "O", "H", "H", "O", "H", "H"], "coordinates": [[1.0262, 0.9582, 1.1039], [-0.1552, 1.0114, 0.6750], [-0.8760, -0.2143, 0.6084], [-0.7364, -1.0688, -0.3873], [-1.3392, -2.4523, -0.3520], [1.5314, 1.9194, 1.1486], [1.6651, 0.0838, 1.2554], [-1.7129, -0.2380, 1.2950], [-0.0999, -0.9086, -1.2542], [-1.7855, -2.7723, -1.2907], [-0.6392, -3.1948, 0.0259], [-2.1850, -2.4709, 0.3432], [-2.6000, 1.1945, -1.9798], [-1.6992, 0.8952, -1.8057], [-2.8471, 1.5838, -1.1326], [4.1055, 0.5390, 0.5438], [4.6811, 1.2181, 0.9116], [4.0386, -0.1388, 1.2256]], "forces_ev_per_a": [[0.67, 1.05, -0.91], [-0.72, -0.61, 0.65], [0.17, 1.16, -0.72], [0.09, -1.67, -0.26], [-1.18, 0.45, 0.40], [0.27, -0.05, 0.20], [-0.59, -0.26, 0.29], [0.18, -0.47, 0.35], [0.38, 0.38, 0.39], [0.37, -0.04, -0.27], [0.21, -0.02, -0.28], [0.10, 0.05, 0.15], [0.12, 0.08, 0.18], [-0.09, -0.03, -0.08], [-0.08, 0.01, -0.11], [-0.02, -0.02, 0.07], [-0.02, -0.08, 0.00], [0.14, 0.08, -0.05]]}

[7]
{"formula": "C4H11NO2", "method": "ωB97M-V with the def2-TZVPD basis set", "fmax_ha_per_bohr": 0.0404, "orbital_gap_ev": 10.6, "smiles": "CC(C)NC=O.O", "elements": ["C", "C", "C", "N", "C", "O", "H", "H", "H", "H", "H", "H", "H", "H", "H", "O", "H", "H"], "coordinates": [[0.5256, -0.6012, 1.7412], [-0.3893, 0.5257, 1.3016], [0.2391, 1.9098, 1.4815], [-0.8033, 0.4509, -0.1354], [-0.6714, -0.6132, -0.9555], [0.3362, -1.2911, -1.0457], [1.5134, -0.4055, 1.2956], [0.7037, -0.6086, 2.8123], [0.2805, -1.5884, 1.3628], [-1.3361, 0.5316, 1.8342], [-0.4843, 2.6979, 1.2197], [1.2023, 1.9940, 0.9727], [0.4592, 2.1591, 2.5204], [-1.6389, 0.9935, -0.2790], [-1.4325, -0.6531, -1.7514], [0.6623, -1.6172, -4.3814], [0.8977, -1.6547, -3.4582], [-0.0643, -2.2297, -4.5355]], "forces_ev_per_a": [[1.14, 0.28, -0.65], [0.17, 0.65, -0.60], [-0.11, 0.32, 0.75], [-0.57, -0.30, 1.12], [1.33, 0.76, -1.40], [-0.42, -0.63, 0.30], [-0.19, -0.06, 0.07], [-0.41, 0.03, 0.17], [-0.43, 0.01, 0.25], [-0.05, -0.27, 0.40], [0.41, -0.22, -0.50], [-0.35, 0.08, -0.38], [-0.02, -0.46, 0.29], [-0.16, -0.09, -0.18], [-0.30, -0.12, 0.20], [-0.09, 0.18, -0.80], [-0.13, -0.19, 0.64], [0.17, 0.03, 0.30]]}

[8]
{"formula": "C4H11NO2", "method": "ωB97M-V with the def2-TZVPD basis set", "fmax_ha_per_bohr": 0.0212, "orbital_gap_ev": 10.4, "smiles": "CCC(=O)NC.O", "elements": ["C", "C", "C", "O", "N", "C", "H", "H", "H", "H", "H", "H", "H", "H", "H", "O", "H", "H"], "coordinates": [[-0.7451, 1.7156, -1.3970], [-0.4351, 1.2629, 0.0290], [0.8515, 0.4462, 0.0745], [1.7085, 0.4883, -0.7793], [0.8871, -0.4667, 1.1179], [2.1022, -1.2206, 1.3463], [-1.8030, 1.9485, -1.5072], [-0.0977, 2.5393, -1.6905], [-0.4745, 0.9348, -2.1141], [-1.2390, 0.6806, 0.4589], [-0.2713, 2.1453, 0.6544], [0.4466, -0.1632, 1.9731], [1.8879, -2.2810, 1.4688], [2.5960, -0.9136, 2.2784], [2.8371, -1.0663, 0.5712], [-2.6602, -2.4008, -0.7453], [-2.2810, -1.8214, -1.4225], [-3.3102, -1.8279, -0.3166]], "forces_ev_per_a": [[0.33, -0.44, -0.17], [0.68, 0.40, -0.33], [-0.54, -0.71, 0.32], [0.01, 0.18, -0.12], [0.58, 0.61, -0.13], [0.44, -0.25, 0.96], [0.10, 0.27, -0.07], [-0.27, 0.26, 0.11], [-0.25, -0.11, 0.15], [-0.19, -0.13, 0.12], [-0.15, -0.04, 0.14], [-0.38, -0.08, -0.20], [-0.05, -0.07, -0.25], [-0.17, 0.10, -0.08], [-0.15, 0.01, -0.44], [-0.08, 0.55, -0.14], [0.01, -0.29, 0.13], [0.08, -0.24, 0.00]]}

[9]
{"formula": "C4H11NO2", "method": "ωB97M-V with the def2-TZVPD basis set", "fmax_ha_per_bohr": 0.0858, "orbital_gap_ev": 10.1, "smiles": "CC(=O)N(C)C.O", "elements": ["C", "C", "O", "N", "C", "C", "H", "H", "H", "H", "H", "H", "H", "H", "H", "O", "H", "H"], "coordinates": [[2.0140, 0.0096, -0.6932], [0.7735, 0.7351, -0.3065], [0.6947, 1.7732, 0.3345], [-0.4451, 0.2249, -0.8428], [-1.5527, 1.1130, -0.4759], [-0.8006, -1.1819, -0.7474], [1.9932, -0.4491, -1.7246], [2.9287, 0.7174, -0.6009], [2.1430, -0.9520, -0.1603], [-2.5129, 0.9966, -1.1139], [-1.2966, 2.1873, -0.4916], [-1.8348, 1.1041, 0.5717], [-1.2474, -1.3818, 0.3143], [-1.6262, -1.5322, -1.4565], [0.0869, -1.7897, -0.6642], [0.4753, -0.7500, 2.8155], [0.6923, 0.0669, 2.5024], [-0.4853, -0.8915, 2.7395]], "forces_ev_per_a": [[2.05, -0.44, -0.91], [-2.04, 0.01, -0.52], [1.34, -0.70, -0.17], [-0.41, 1.05, 0.62], [-1.75, 1.15, -0.92], [-1.54, -0.47, 2.06], [-0.29, 1.18, 0.65], [-1.59, -1.46, 0.04], [0.14, 0.84, 0.63], [1.78, -0.30, 0.89], [0.30, -0.64, -0.88], [-0.16, -0.97, 0.46], [0.36, 0.44, -1.53], [1.62, 0.59, 0.56], [0.19, -0.36, -0.89], [-1.33, -3.99, 1.34], [0.59, 3.64, -1.40], [0.74, 0.43, -0.03]]}

[10]
{"formula": "C4H11NO2", "method": "ωB97M-V with the def2-TZVPD basis set", "fmax_ha_per_bohr": 0.1215, "orbital_gap_ev": 9.3, "smiles": "C[C@@H](O)[C@@H](O)CN", "elements": ["C", "C", "O", "C", "O", "C", "N", "H", "H", "H", "H", "H", "H", "H", "H", "H", "H", "H"], "coordinates": [[2.2285, -0.5647, 0.3053], [1.1272, 0.2102, -0.3958], [1.0133, -0.1422, -1.7636], [-0.4185, 0.4336, 0.5650], [-0.5920, 1.7900, 0.6485], [-1.2829, -0.3180, -0.3360], [-2.7946, -0.2171, 0.3639], [3.1837, -0.4427, -0.2107], [1.9733, -1.6255, 0.3626], [2.3547, -0.1837, 1.3177], [1.4847, 1.2426, -0.4865], [1.0151, -1.1059, -1.8187], [-0.3513, 0.0111, 1.5688], [-0.4588, 2.1567, -0.2426], [-1.4704, 0.1472, -1.3011], [-1.1187, -1.3887, -0.3775], [-3.0358, 0.7492, 0.5739], [-2.8577, -0.7522, 1.2267]], "forces_ev_per_a": [[-0.42, -0.05, 0.06], [-0.08, 1.46, 1.52], [-0.54, -0.64, 0.45], [4.62, -1.43, -2.67], [-0.55, 0.96, -0.24], [-5.74, 0.61, 2.38], [1.50, -0.57, -1.57], [-0.11, -0.11, -0.09], [0.11, -0.09, 0.06], [-0.05, -0.06, 0.09], [-0.26, 0.10, 0.37], [-0.06, 0.05, -0.16], [0.17, 0.04, -0.20], [-0.16, -0.04, 0.45], [0.44, -0.22, -0.03], [0.36, 0.05, -0.19], [0.42, -0.19, -0.06], [0.36, 0.14, -0.18]]}

- What is the formula in the tenth record?
  C4H11NO2